The following is a quantum chemistry calculation of a molecular structure, C28H31IrN3O9PS3, from the Open Molecules 2025 dataset.

The geometry in XYZ format:
```
76
Properties=species:S:1:pos:R:3:forces:R:3
Ir -0.309571 -0.083197 -0.141130 1.17 -0.03 -0.23
O -0.388287 2.564093 3.595816 -0.02 -0.14 -0.11
C 0.783224 2.156988 4.118365 -0.03 0.10 -0.09
C 1.060002 2.561089 5.425773 0.07 0.02 0.04
C 2.259517 2.230319 6.021911 0.01 -0.01 0.00
C 3.211799 1.488509 5.326226 -0.03 0.01 -0.02
C 2.928749 1.068000 4.040570 0.01 -0.02 0.03
C 1.718741 1.377958 3.417537 -0.11 -0.10 -0.08
C 1.428238 0.840541 2.057050 -0.12 0.45 0.06
O 0.348164 1.265643 1.450494 -0.01 0.00 0.30
N 2.270398 -0.002814 1.543147 -0.15 -0.16 -0.30
N 1.843345 -0.356905 0.275635 0.16 0.01 0.26
C 2.453013 -1.329107 -0.294595 0.20 -0.01 -0.11
C 2.172756 -1.768777 -1.637603 0.02 -0.16 0.14
C 2.851218 -2.901178 -2.121563 -0.03 0.05 0.08
C 2.642162 -3.377649 -3.392099 -0.07 0.04 -0.08
C 1.724609 -2.708322 -4.217434 0.06 -0.06 0.02
C 1.051963 -1.596814 -3.774957 -0.04 0.03 -0.02
C 1.248913 -1.087107 -2.471848 0.03 0.27 0.05
O 0.611135 -0.010201 -2.092591 -0.29 -0.16 -0.20
H -0.457793 2.165309 2.698108 0.03 0.01 0.05
H 0.306306 3.136885 5.947477 0.01 0.00 -0.01
H 2.456891 2.551979 7.037790 0.00 0.00 -0.01
H 4.156827 1.235247 5.788754 0.00 0.00 -0.01
H 3.640256 0.476229 3.480040 -0.02 0.00 0.02
H 3.221620 -1.846437 0.281593 0.09 0.06 -0.08
H 3.547566 -3.402946 -1.457117 0.00 0.01 -0.01
H 3.164054 -4.256097 -3.747969 0.00 0.00 0.00
H 1.533430 -3.082972 -5.216508 0.00 0.01 0.00
H 0.328075 -1.088360 -4.399164 0.01 -0.02 0.00
C -1.154560 -2.836335 0.794683 0.16 -0.04 0.05
O -0.458887 -1.641508 1.057845 -0.65 -0.24 0.21
H -0.937413 -3.551030 1.593817 0.04 0.00 0.05
H -0.855024 -3.291665 -0.155577 0.04 0.04 -0.04
H -2.235793 -2.681514 0.760215 -0.03 0.07 0.01
C -5.811065 -1.614216 2.247353 0.03 0.00 0.06
C -6.078419 -0.391089 1.393056 0.06 -0.02 -0.01
C -5.528095 -0.526848 -0.010030 0.04 0.04 -0.01
O -5.583640 0.856789 1.970117 -0.24 0.04 -0.07
P -4.279798 1.104610 2.838361 -0.18 0.19 -0.21
S -4.370034 0.476229 4.685543 0.16 -0.13 0.16
S -2.690583 0.155001 2.176742 0.16 -0.18 0.24
O -4.184369 2.677172 2.827087 -0.15 0.16 0.08
C -4.410820 3.617451 1.743219 0.08 -0.07 -0.03
C -5.890684 3.927832 1.633147 -0.03 -0.04 0.00
C -3.789691 3.151602 0.443064 -0.03 -0.04 0.00
H -6.359213 -2.452496 1.814329 0.01 -0.01 0.00
H -6.144490 -1.463446 3.273191 -0.03 -0.01 -0.03
H -4.750792 -1.867239 2.260678 -0.03 0.00 -0.01
H -7.154770 -0.219940 1.354455 -0.04 0.03 0.00
H -4.439591 -0.595055 0.027270 -0.02 -0.04 -0.01
H -5.812410 0.327582 -0.627478 0.00 -0.01 0.01
H -5.900054 -1.439701 -0.477258 -0.01 0.00 0.00
H -3.883630 4.506559 2.088964 0.03 0.01 0.04
H -6.436695 3.060357 1.264033 0.00 0.03 -0.01
H -6.036542 4.760829 0.942365 0.00 -0.01 0.01
H -6.295449 4.205504 2.607040 0.01 0.01 -0.02
H -4.308997 2.275826 0.050514 0.01 0.00 -0.03
H -2.739876 2.893729 0.569016 0.02 0.00 0.00
H -3.859292 3.952919 -0.295628 0.00 -0.02 0.00
O -1.964651 1.109067 -1.302067 -0.04 -0.06 0.07
C -2.487574 0.094858 -1.810868 0.10 0.06 0.09
N -2.053959 -1.131079 -1.527486 -0.48 -0.11 -0.21
S -2.924722 -2.279313 -2.310795 0.10 0.29 0.03
O -2.130996 -2.943852 -3.302309 0.03 -0.12 -0.06
O -3.677110 -3.090033 -1.392957 -0.02 -0.08 0.07
C -4.031707 -1.130471 -3.095173 -0.15 -0.03 -0.09
C -5.129315 -1.370177 -3.897653 0.04 0.02 0.00
C -5.847765 -0.264551 -4.339278 -0.02 0.01 0.00
C -5.466400 1.029464 -3.987458 0.03 -0.02 0.02
C -4.359193 1.248482 -3.175993 -0.07 0.05 -0.05
C -3.657059 0.144646 -2.733783 0.11 0.00 0.03
H -5.419513 -2.377214 -4.167599 0.00 0.01 0.01
H -6.720452 -0.413009 -4.963152 0.01 0.02 -0.01
H -6.043199 1.871639 -4.348099 -0.01 -0.01 0.00
H -4.048642 2.243590 -2.884456 0.00 -0.01 0.01
```
Forces are in eV/Å.

Output
* frontier orbital gap (spin up / spin down): 7.081 / 5.009 eV
* E: -97071.163 eV
* spin multiplicity: 6
* HOMO energy (spin up / spin down): -4.7 / -5.1 eV
* total charge: -1
* lowest unoccupied orbital energy (spin up / spin down): 0.086 / -0.002 Eh

Here are the Löwdin charges for atoms 1 to 5, given in e: 1.560, 0.044, -0.264, -0.023, -0.102

---

The following is a quantum chemistry calculation of a molecular structure, C42H51GeN5O3PbSSeTe, from the Open Molecules 2025 dataset.

The geometry in XYZ format:
```
106
Properties=species:S:1:pos:R:3:forces:R:3
Pb 0.662642 0.293943 0.540163 -0.27 -0.30 -0.48
C 3.015732 -0.260712 -1.748442 -0.10 0.01 -0.02
N 2.888953 -0.639098 -0.331650 0.24 -0.15 0.04
C 3.976191 -0.008428 0.439372 0.03 0.10 -0.01
C 2.937916 -2.080796 -0.128830 -0.16 -0.13 -0.03
C 3.952342 -2.831163 -0.703665 0.02 0.03 0.04
C 4.080216 -4.188750 -0.457838 0.06 -0.04 -0.03
C 3.209139 -4.785146 0.443130 0.07 0.07 -0.04
C 2.187476 -4.053402 1.015944 -0.06 -0.03 -0.01
C 1.962654 -2.700320 0.688289 0.04 -0.10 -0.03
N 0.914051 -1.963050 1.168346 0.28 0.45 0.27
C -0.289537 -2.480678 1.588282 -0.11 -0.02 -0.15
C -0.843509 -3.705752 1.182766 0.01 0.02 -0.01
C -2.119742 -4.086078 1.566127 -0.05 0.01 -0.03
C -2.895841 -3.260003 2.361379 -0.06 0.01 0.01
C -2.377350 -2.036824 2.771907 -0.04 -0.04 -0.01
C -1.106104 -1.642780 2.394609 0.11 -0.07 0.00
N -0.526279 -0.391727 2.800782 -0.03 0.03 0.22
C -1.472644 0.631761 3.227366 -0.02 0.05 -0.01
C 0.463806 -0.609187 3.867816 0.07 -0.05 0.03
H 4.043444 -0.382590 -2.107147 -0.01 -0.01 0.00
H 2.719850 0.779727 -1.874085 0.00 0.08 0.00
H 2.353443 -0.879641 -2.350552 -0.04 0.01 0.01
H 4.956063 -0.365480 0.102291 -0.03 -0.04 -0.02
H 3.852498 -0.233500 1.496487 0.02 -0.02 0.00
H 3.926031 1.072513 0.313057 0.01 0.00 0.02
H 4.666585 -2.345197 -1.357398 0.00 0.02 0.01
H 4.860648 -4.760332 -0.941977 0.02 0.01 0.03
H 3.333877 -5.829153 0.703207 -0.03 0.00 0.02
H 1.542342 -4.526122 1.743486 -0.05 0.00 -0.04
H -0.274056 -4.354742 0.533171 0.01 0.02 -0.02
H -2.517192 -5.032259 1.219522 0.02 -0.01 0.01
H -3.891924 -3.554869 2.665326 0.00 -0.02 -0.01
H -2.984127 -1.395670 3.398732 0.05 0.05 0.00
H -1.939456 0.388022 4.190409 -0.02 0.00 -0.01
H -2.252388 0.761563 2.476474 0.01 -0.01 0.00
H -0.928867 1.570851 3.346640 0.01 -0.01 -0.02
H -0.033798 -0.951667 4.784030 -0.01 -0.03 -0.03
H 0.991436 0.321291 4.064111 -0.02 0.03 0.00
H 1.185517 -1.356574 3.544273 -0.01 0.00 0.00
C 9.793110 4.210711 4.974616 0.05 0.03 -0.04
C 8.365166 3.987403 4.558675 -0.27 -0.05 -0.09
O 8.011909 3.666190 3.458333 0.22 0.01 0.04
S 7.209260 4.234885 5.907470 -0.24 -0.04 0.03
C 5.710631 3.705528 5.100865 0.40 0.10 0.14
C 5.060879 4.557221 4.220030 -0.08 -0.06 0.04
C 3.986134 4.090694 3.483598 -0.03 0.08 -0.06
C 3.554795 2.770058 3.617355 0.18 -0.12 0.11
C 4.184223 1.943949 4.556307 0.04 0.02 0.01
C 5.262733 2.405293 5.289123 -0.08 0.06 -0.03
C 2.562826 2.197285 2.761194 -0.17 0.06 -0.12
C 1.816017 1.607171 2.004366 0.26 0.07 0.33
H 10.306861 4.784327 4.204674 -0.02 0.01 0.01
H 10.280627 3.238228 5.054356 -0.01 0.00 0.02
H 9.853026 4.720920 5.933841 0.06 0.00 0.01
H 5.416672 5.571032 4.096006 0.00 0.00 -0.03
H 3.495594 4.743267 2.773582 -0.01 -0.04 -0.03
H 3.844677 0.923424 4.676889 -0.01 0.00 -0.04
H 5.774847 1.756665 5.987325 0.00 -0.02 -0.02
C -3.565560 5.210309 -0.150061 -0.10 -0.05 0.02
N -2.302763 4.601529 -0.547470 -0.25 -0.20 0.08
C -1.180524 5.329767 -0.859834 0.18 0.07 -0.06
C -0.052957 4.732724 -1.264174 0.00 0.07 0.00
C 0.005585 3.278129 -1.399498 -0.01 -0.04 0.07
O 1.003691 2.694054 -1.787448 -0.08 -0.06 0.07
N -1.157610 2.599668 -1.035212 0.23 0.12 0.00
C -2.218393 3.248379 -0.642742 0.39 0.18 -0.15
O -3.268631 2.560893 -0.328601 -0.03 -0.23 -0.04
H -3.436484 6.286749 -0.080176 0.06 0.00 -0.01
H -3.885192 4.814419 0.812150 0.02 0.05 0.01
H -4.338418 4.982954 -0.883689 0.01 0.04 0.00
H -1.278142 6.400886 -0.751695 -0.01 0.00 0.01
H 0.838083 5.296122 -1.493692 -0.03 0.04 -0.01
Te -2.769619 0.549473 -0.657846 -1.08 0.14 0.27
C -4.864442 0.347416 -0.226433 0.31 0.08 -0.15
C -5.735511 1.100793 -1.011672 -0.01 -0.07 -0.04
C -7.079860 1.183839 -0.686240 0.01 -0.02 0.01
C -7.568142 0.489589 0.413041 -0.01 0.02 -0.01
C -6.714926 -0.304730 1.163139 -0.08 -0.04 0.05
C -5.363190 -0.373787 0.851144 0.16 -0.07 -0.03
H -5.353697 1.623442 -1.880252 -0.03 0.05 0.03
H -7.746770 1.786202 -1.290233 0.00 -0.01 0.00
H -8.614456 0.568599 0.678996 0.00 -0.05 0.00
H -7.101187 -0.860924 2.008179 0.02 -0.01 0.00
H -4.701652 -0.998993 1.439855 0.02 0.08 0.06
C -1.084837 2.233238 -6.259320 0.15 -0.15 0.02
Ge -0.123664 0.530943 -6.497544 -0.03 0.01 0.05
C -1.411540 -0.898089 -6.923161 0.18 0.14 0.06
C 1.184650 0.709283 -7.967255 -0.20 -0.04 0.19
C 0.799149 0.122771 -4.790926 -0.19 0.03 -0.04
Se -0.466207 0.032038 -3.288244 0.08 -0.14 -0.23
C -0.652732 -1.907542 -3.201522 0.07 0.11 -0.11
H -1.755410 2.424645 -7.097222 0.00 -0.02 -0.01
H -0.382318 3.064674 -6.185769 0.02 -0.01 -0.01
H -1.671608 2.200034 -5.340578 -0.02 -0.03 -0.02
H -1.972234 -0.635494 -7.820878 -0.01 0.01 0.00
H -2.116927 -1.033031 -6.102861 0.00 0.03 0.01
H -0.901987 -1.844652 -7.106331 0.02 0.00 0.01
H 0.666349 0.991671 -8.884457 0.01 0.00 -0.01
H 1.707144 -0.230303 -8.146297 0.00 -0.01 0.02
H 1.921881 1.479218 -7.739944 0.00 0.00 0.02
H 1.498786 0.920480 -4.537291 0.04 -0.03 -0.03
H 1.347323 -0.819121 -4.821468 0.05 0.02 -0.03
H -0.939830 -2.312494 -4.169627 -0.05 -0.01 0.02
H -1.429056 -2.121620 -2.468194 -0.01 -0.03 -0.01
H 0.283259 -2.354926 -2.869425 -0.02 -0.01 0.01
```
Forces are in eV/Å.

Output
* frontier orbital gap: 6.010 eV
* E: -203211.055 eV
* HOMO energy: -6.4 eV
* total charge: 0
* lowest unoccupied orbital energy: -0.016 Eh

Here are the Löwdin charges for atoms 1 to 5, given in e: 1.222, -0.094, -0.295, -0.086, -0.212

---

The following is a quantum chemistry calculation of 2 unconnected molecules or ions with the total composition H4OP2, from the Open Molecules 2025 dataset.

The geometry in XYZ format:
```
7
Properties=species:S:1:pos:R:3:forces:R:3
O 2.144162 1.122383 -0.008643 -0.09 -0.02 -0.37
P -0.946459 1.294460 0.042325 1.02 0.58 0.67
P 1.001327 0.270579 -0.380561 -0.80 -2.92 3.05
H -0.962386 0.702624 1.349481 -0.08 0.21 -0.50
H -1.894757 0.456470 -0.502656 -0.23 -0.87 -0.37
H 1.049477 -0.597021 -1.437339 0.03 0.19 -1.27
H 0.851684 -1.594823 0.664685 0.17 2.83 -1.22
```
Forces are in eV/Å.

Output
* frontier orbital gap: 8.942 eV
* E: -20686.898 eV
* HOMO energy: -9.3 eV
* total charge: 0
* lowest unoccupied orbital energy: -0.014 Eh

Here are the Löwdin charges for atoms 1 to 5, given in e: -0.517, 0.556, 0.358, -0.136, -0.180